w.
{
  "formula": "C5H14",
  "method": "the ωB97M-V functional and the def2-TZVPD basis",
  "species": ["C", "C", "H", "H", "H", "H", "H", "H", "C", "C", "C", "H", "H", "H", "H", "H", "H", "H", "H"],
  "coordinates": [[1.631, 2.369, -1.735], [1.581, 0.859, -2.061], [2.601, 2.902, -1.650], [1.047, 2.931, -2.460], [1.164, 2.624, -0.877], [2.094, 0.652, -2.953], [0.421, 0.541, -2.103], [2.084, 0.397, -1.189], [-0.786, -1.732, 1.291], [-2.038, -1.705, 2.036], [-0.469, -0.304, 0.777], [0.028, -2.175, 1.763], [-0.867, -2.467, 0.497], [-2.832, -2.104, 1.412], [-2.324, -0.660, 2.315], [-0.005, -0.431, -0.154], [-1.382, 0.295, 0.640], [-2.040, -2.210, 2.983], [0.091, 0.217, 1.469]],
  "orbital_gap_ev": 12.30,
  "smiles": "CCC.CC",
  "homo_ev": -11.127
}

***

x.
{
  "formula": "C5H14",
  "method": "the ωB97M-V functional and the def2-TZVPD basis",
  "species": ["C", "C", "H", "H", "H", "H", "H", "H", "C", "C", "C", "H", "H", "H", "H", "H", "H", "H", "H"],
  "coordinates": [[1.233, -2.580, 0.401], [0.948, -2.327, -1.067], [1.329, -1.598, 0.861], [0.369, -3.027, 0.865], [2.113, -3.185, 0.589], [0.968, -3.192, -1.741], [1.658, -1.667, -1.554], [-0.033, -1.894, -1.265], [-0.331, 2.093, 0.612], [-1.837, 2.308, 0.821], [-0.035, 1.131, -0.542], [-0.041, 1.482, 1.470], [0.254, 3.001, 0.546], [-2.422, 1.412, 0.610], [-2.024, 2.596, 1.851], [1.010, 1.175, -0.815], [-0.662, 1.116, -1.437], [-2.213, 3.049, 0.113], [-0.283, 0.108, -0.318]],
  "orbital_gap_ev": 12.19,
  "smiles": "CCC.CC",
  "homo_ev": -11.076
}

***

y.
{
  "formula": "C5H14",
  "method": "the ωB97M-V functional and the def2-TZVPD basis",
  "species": ["C", "C", "H", "H", "H", "H", "H", "H", "C", "C", "C", "H", "H", "H", "H", "H", "H", "H", "H"],
  "coordinates": [[-0.550, 2.414, 0.554], [0.553, 3.241, -0.051], [-1.276, 2.206, -0.196], [-0.124, 1.575, 1.145], [-1.015, 2.968, 1.312], [1.594, 2.964, 0.105], [0.466, 3.239, -1.222], [0.305, 4.251, 0.348], [-0.201, -2.025, -0.749], [-0.934, -1.471, 0.407], [1.152, -2.595, -0.417], [-0.705, -2.900, -1.204], [0.000, -1.167, -1.416], [-1.528, -0.473, 0.229], [1.619, -2.088, 0.271], [-0.332, -1.380, 1.272], [-1.757, -2.139, 0.938], [1.074, -3.637, -0.071], [1.661, -2.981, -1.254]],
  "orbital_gap_ev": 11.91,
  "smiles": "CCC.CC",
  "homo_ev": -10.804
}

***

z.
{
  "formula": "C5H14",
  "method": "the ωB97M-V functional and the def2-TZVPD basis",
  "species": ["C", "C", "H", "H", "H", "H", "H", "H", "C", "C", "C", "H", "H", "H", "H", "H", "H", "H", "H"],
  "coordinates": [[-0.902, -0.742, 1.859], [-1.987, -0.774, 2.916], [-1.047, -1.502, 1.092], [-0.830, 0.213, 1.334], [0.070, -0.981, 2.284], [-1.652, -0.264, 3.820], [-2.238, -1.794, 3.202], [-2.897, -0.284, 2.593], [0.882, 0.896, -1.270], [2.145, 1.146, -2.066], [0.051, -0.284, -1.792], [1.154, 0.706, -0.232], [0.251, 1.776, -1.173], [1.958, 1.557, -3.056], [-0.997, -0.004, -1.817], [0.377, -0.617, -2.773], [2.694, 0.216, -2.221], [2.826, 1.858, -1.595], [0.143, -1.122, -1.105]],
  "orbital_gap_ev": 12.33,
  "smiles": "CCC.CC",
  "homo_ev": -11.185
}

***

Q: Which of them is the most stable? A: z.

***

w.
{
  "formula": "C5H14",
  "method": "the ωB97M-V functional and the def2-TZVPD basis",
  "species": ["C", "C", "C", "H", "H", "H", "H", "H", "H", "H", "H", "C", "C", "H", "H", "H", "H", "H", "H"],
  "coordinates": [[0.430, 1.621, 0.862], [0.209, 0.310, 1.688], [-0.852, 2.444, 0.822], [1.211, 2.161, 1.304], [0.867, 1.533, -0.133], [0.605, 0.318, 2.705], [-1.678, 1.918, 1.334], [-0.902, 3.367, 1.548], [0.715, -0.662, 1.453], [-0.839, 0.071, 1.868], [-1.092, 2.628, -0.123], [0.765, -2.052, -1.190], [-0.358, -1.831, -2.139], [0.319, -2.232, -0.116], [1.381, -2.979, -1.418], [1.345, -1.154, -1.071], [-1.214, -2.515, -1.884], [-0.169, -2.144, -3.262], [-0.744, -0.802, -2.248]],
  "orbital_gap_ev": 12.04,
  "smiles": "CCC.CC",
  "homo_ev": -10.880
}

***

x.
{
  "formula": "C5H14",
  "method": "the ωB97M-V functional and the def2-TZVPD basis",
  "species": ["C", "C", "H", "H", "H", "H", "H", "H", "C", "C", "C", "H", "H", "H", "H", "H", "H", "H", "H"],
  "coordinates": [[-0.624, -1.509, -2.225], [-0.498, -0.036, -2.208], [-1.594, -1.745, -1.763], [-0.715, -1.860, -3.296], [0.157, -2.027, -1.460], [0.245, 0.584, -1.606], [-1.404, 0.381, -1.766], [-0.430, 0.454, -3.298], [0.676, 0.520, 2.266], [-0.633, -0.076, 1.816], [1.357, 1.177, 1.031], [1.298, -0.158, 2.743], [0.440, 1.312, 2.908], [-1.380, 0.653, 1.697], [-0.434, -0.514, 0.706], [0.719, 1.746, 0.322], [1.683, 0.332, 0.427], [-1.034, -0.932, 2.409], [2.171, 1.698, 1.298]],
  "orbital_gap_ev": 12.20,
  "smiles": "CCC.CC",
  "homo_ev": -11.050
}

***

y.
{
  "formula": "C5H14",
  "method": "the ωB97M-V functional and the def2-TZVPD basis",
  "species": ["C", "C", "H", "H", "H", "H", "H", "H", "C", "C", "C", "H", "H", "H", "H", "H", "H", "H", "H"],
  "coordinates": [[-0.722, 2.189, -0.955], [-0.466, 1.652, -2.374], [-0.618, 3.273, -0.982], [-1.477, 1.750, -0.189], [0.161, 1.827, -0.532], [-0.071, 0.707, -2.364], [0.164, 2.242, -3.014], [-1.440, 1.675, -2.933], [0.756, -1.864, 1.085], [-0.697, -1.877, 1.278], [1.239, -0.443, 1.185], [1.019, -2.389, 0.137], [1.318, -2.349, 1.997], [-1.161, -1.133, 1.965], [-1.294, -2.184, 0.278], [0.773, 0.204, 1.936], [1.197, 0.014, 0.222], [-0.989, -2.847, 1.747], [2.307, -0.447, 1.513]],
  "orbital_gap_ev": 11.65,
  "smiles": "CCC.CC",
  "homo_ev": -10.522
}

***

Q: Which of them is the most stable? A: w.

***

w.
{
  "formula": "C4H12OS",
  "method": "the ωB97M-V functional and the def2-TZVPD basis",
  "species": ["C", "C", "C", "C", "S", "H", "H", "H", "H", "H", "H", "H", "H", "H", "H", "H", "H", "O"],
  "coordinates": [[-2.250, -0.136, -0.933], [-0.630, -0.167, -0.774], [-0.112, 1.201, -0.375], [1.363, 1.010, -0.249], [2.055, 2.380, 0.635], [-2.634, -0.339, 0.065], [-2.413, 0.846, -1.153], [-2.496, -0.792, -1.689], [-0.153, -0.471, -1.747], [-0.374, -0.940, 0.024], [-0.641, 1.368, 0.495], [-0.350, 1.923, -1.233], [1.915, 0.996, -1.199], [1.468, 0.018, 0.275], [0.862, 2.999, 0.502], [1.373, -2.960, 3.150], [1.948, -3.521, 1.899], [1.069, -3.415, 2.306]],
  "orbital_gap_ev": 9.53,
  "smiles": "CCCCS.O",
  "homo_ev": -8.868
}

***

x.
{
  "formula": "C4H12OS",
  "method": "the ωB97M-V functional and the def2-TZVPD basis",
  "species": ["C", "O", "H", "H", "H", "H", "C", "C", "C", "S", "H", "H", "H", "H", "H", "H", "H", "H"],
  "coordinates": [[-2.616, 0.704, 0.204], [-2.861, 2.105, -0.101], [-2.572, 2.686, 0.611], [-3.277, 0.529, 1.039], [-2.819, 0.249, -0.762], [-1.601, 0.530, 0.538], [0.752, -0.551, -0.685], [0.961, 0.552, -1.734], [2.163, -1.431, 1.715], [1.271, -0.043, 0.961], [-0.315, -0.773, -0.541], [1.057, -1.516, -1.082], [0.105, 0.394, -2.414], [1.819, 0.444, -2.395], [2.700, -2.044, 0.998], [2.745, -1.188, 2.611], [1.553, -2.170, 2.283], [0.937, 1.523, -1.244]],
  "orbital_gap_ev": 9.37,
  "smiles": "CCSC.CO",
  "homo_ev": -8.484
}

***

Q: Which of them is the most stable? A: w.

***

w.
{
  "formula": "C3H5N2O2",
  "method": "the ωB97M-V functional and the def2-TZVPD basis",
  "species": ["C", "C", "C", "N", "N", "O", "O", "H", "H", "H", "H", "H"],
  "coordinates": [[0.637, 1.085, 0.188], [-0.742, -0.798, 1.874], [0.613, 0.315, -2.141], [0.788, 0.410, -0.891], [-1.857, -0.692, 2.279], [-0.016, 0.608, 1.213], [1.389, -0.317, -3.018], [1.070, 2.077, 0.335], [0.174, -1.419, 1.702], [-0.239, 0.848, -2.557], [-2.209, 0.243, 2.467], [2.055, -0.890, -2.782]],
  "orbital_gap_ev": 11.42,
  "total_charge": 1,
  "smiles": "[H]/N=C\\OC=[N+]=CO",
  "homo_ev": -15.631
}

***

x.
{
  "formula": "C3H5N2O2",
  "method": "the ωB97M-V functional and the def2-TZVPD basis",
  "species": ["C", "C", "C", "N", "N", "O", "O", "H", "H", "H", "H", "H"],
  "coordinates": [[0.898, -0.503, -0.731], [-0.057, 0.227, -0.099], [-0.772, 1.474, -0.414], [1.254, -1.563, -0.002], [-0.341, -0.439, 1.021], [-1.770, -0.486, 1.805], [0.450, -1.543, 1.124], [1.366, -0.268, -1.769], [-0.592, 2.185, 0.386], [-1.765, 1.173, -0.069], [-0.597, 2.040, -1.312], [1.925, -2.297, 0.060]],
  "orbital_gap_ev": [7.80, 7.79],
  "total_charge": 1,
  "smiles": "Cc1c[nH]o[n+]1=O",
  "homo_ev": [-14.842, -14.831]
}

***

Q: Which of them is the most stable? A: w.

***

w.
{
  "formula": "C3H9N2O",
  "method": "the ωB97M-V functional and the def2-TZVPD basis",
  "species": ["N", "C", "C", "N", "C", "O", "H", "H", "H", "H", "H", "H", "H", "H", "H"],
  "coordinates": [[0.486, 2.292, 0.037], [0.523, 1.044, -0.777], [-0.022, -0.109, 0.136], [-0.332, -1.159, -0.663], [-0.692, -2.382, 0.060], [-0.059, 0.070, 1.362], [0.269, 1.942, 1.019], [1.462, 2.634, 0.123], [-0.127, 3.073, -0.222], [1.549, 0.891, -1.068], [-0.226, 1.241, -1.716], [-0.229, -1.275, -1.716], [-1.548, -2.337, 0.761], [-0.878, -3.045, -0.794], [0.271, -2.931, 0.582]],
  "orbital_gap_ev": 10.64,
  "total_charge": 1,
  "smiles": "CNC(=O)C[NH3+]",
  "homo_ev": -14.317
}

***

x.
{
  "formula": "C3H9N2O",
  "method": "the ωB97M-V functional and the def2-TZVPD basis",
  "species": ["N", "C", "C", "N", "C", "O", "H", "H", "H", "H", "H", "H", "H", "H", "H"],
  "coordinates": [[1.454, -0.700, -3.134], [0.870, 0.415, 1.261], [-0.062, -0.087, 0.347], [-1.402, 0.094, 0.526], [-1.717, 0.172, 1.978], [0.779, 0.268, -0.500], [0.803, -1.469, -3.197], [1.411, -0.029, -2.370], [2.378, -1.088, -2.977], [1.864, -0.019, 1.321], [0.646, 1.492, 1.465], [-1.935, -0.197, -0.295], [-1.435, 1.198, 2.314], [-1.319, -0.517, 2.741], [-2.787, 0.230, 1.938]],
  "orbital_gap_ev": 6.99,
  "total_charge": 1,
  "homo_ev": -12.747
}

***

y.
{
  "formula": "C3H9N2O",
  "method": "the ωB97M-V functional and the def2-TZVPD basis",
  "species": ["C", "C", "C", "N", "N", "O", "H", "H", "H", "H", "H", "H", "H", "H", "H"],
  "coordinates": [[2.339, -1.132, -0.098], [1.430, -0.850, 0.962], [-2.877, 0.438, -0.120], [-1.882, -0.240, -0.811], [1.866, 0.195, 0.147], [-0.698, -0.063, -0.549], [3.475, -1.277, 0.192], [2.119, -1.799, -0.962], [1.488, -0.906, 1.974], [-3.820, 0.370, -0.804], [-3.178, -0.054, 0.806], [-2.517, 1.449, 0.016], [1.090, 0.646, -0.285], [2.629, 0.834, 0.501], [-2.149, -1.210, -1.228]],
  "orbital_gap_ev": [10.95, 6.99],
  "total_charge": 1,
  "homo_ev": [-14.324, -12.274]
}

***

Q: Which of them is the most stable? A: w.

***

w.
{
  "formula": "C2H8N3O2",
  "method": "the ωB97M-V functional and the def2-TZVPD basis",
  "species": ["C", "C", "N", "N", "N", "O", "O", "H", "H", "H", "H", "H", "H", "H", "H"],
  "coordinates": [[0.601, 1.874, 0.527], [-0.015, -2.368, -0.125], [-1.010, 1.596, -1.197], [-0.296, 1.028, -0.324], [0.593, -2.191, 0.987], [-1.227, 2.744, -1.452], [-0.521, -1.485, -0.853], [0.243, 1.745, 1.627], [1.532, 1.453, 0.474], [0.611, 2.924, 0.272], [0.047, -3.334, -0.671], [-1.580, 0.829, -1.674], [0.629, -1.216, 1.374], [0.913, -3.061, 1.476], [-0.519, -0.538, -0.440]],
  "orbital_gap_ev": 10.65,
  "total_charge": 1,
  "homo_ev": -14.370
}

***

x.
{
  "formula": "C2H8N3O2",
  "method": "the ωB97M-V functional and the def2-TZVPD basis",
  "species": ["C", "C", "N", "N", "N", "O", "O", "H", "H", "H", "H", "H", "H", "H", "H"],
  "coordinates": [[-0.337, 1.188, 2.269], [1.542, -1.398, -0.683], [-0.647, 0.513, 0.096], [-1.298, 0.194, -1.956], [-0.432, -0.026, -0.976], [0.240, 0.438, 1.083], [0.495, -0.840, -1.454], [-1.025, 1.956, 1.834], [0.385, 1.646, 2.865], [-0.862, 0.438, 3.031], [1.393, -2.458, -0.749], [1.459, -1.194, 0.386], [2.484, -0.855, -1.001], [-2.268, 0.750, -1.953], [-1.129, -0.353, -2.790]],
  "orbital_gap_ev": 10.42,
  "total_charge": 1,
  "smiles": "CO/N=[N+](/N)OC",
  "homo_ev": -14.478
}

***

Q: Which of them is the most stable? A: w.